No. 1
21
Properties=species:S:1:pos:R:3:lowdin_charge:R:1 method="wB97M-V/def2-TZVPD" relative_energy_kcal_mol=44.9 e_tot_ha=-382.31884 gap_ev="8.871 / 5.587" multiplicity=2 s_squared=0.76 total_charge=+2
O 3.0387 -2.0345 2.2525 0.405
C 2.2423 -1.2994 1.6782 0.022
C 0.7731 -1.6492 1.3322 -0.106
C -0.1386 -0.4649 1.7160 -0.086
H 2.5560 -0.2244 1.5560 0.217
H 0.4144 -2.5753 1.8350 0.162
H 0.6724 -1.7849 0.2447 0.136
H -0.2972 -0.5939 2.7718 0.103
H -1.0720 -0.6061 1.2126 0.087
H 0.2793 0.5424 1.5128 0.091
C 0.1594 0.2647 -2.6902 -0.013
N -0.3137 0.7033 -1.3651 0.000
C -1.3852 1.4096 -1.1861 -0.130
N -1.8772 1.8100 -0.0325 0.210
H 0.8062 -0.6066 -2.4860 0.095
H 0.7929 1.0103 -3.2415 0.121
H -0.7402 -0.0046 -3.3081 0.122
H 0.2008 0.4021 -0.5186 0.120
H -1.9083 1.7080 -2.1359 0.198
H -1.5244 1.5573 0.8504 0.087
H -2.6786 2.4362 0.0017 0.159


No. 2
23
Properties=species:S:1:pos:R:3:lowdin_charge:R:1 method="wB97M-V/def2-TZVPD" relative_energy_kcal_mol=7.3 e_tot_ha=-856.17597 gap_ev=9.295 smiles="C[C@@H](O)[C@](C=O)(C[NH3+])NS" total_charge=+1
C -1.7777 1.1990 0.7681 -0.007
C -0.4168 1.0021 0.1646 -0.352
O 0.5538 1.2572 1.2150 -0.046
C -0.0783 -0.3785 -0.3769 -0.364
C -0.9081 -1.3561 0.5225 -0.184
O -0.4196 -2.0564 1.3549 0.119
C 1.4122 -0.7862 -0.4185 -0.048
N 2.0892 -0.7710 0.9713 0.218
N -0.6045 -0.6806 -1.8483 -0.347
S -0.2743 0.5168 -3.0705 0.792
H -1.7441 1.1765 1.8049 0.079
H -2.4714 0.4104 0.5508 0.071
H -2.0833 2.2116 0.3649 0.129
H -0.2890 1.7396 -0.6271 0.117
H 0.4309 2.1640 1.5064 0.129
H -1.9889 -1.3056 0.2470 0.140
H 1.9809 -0.2172 -1.1208 0.128
H 1.4605 -1.6857 -0.8442 0.088
H 3.0443 -0.4161 0.9585 0.172
H 2.0168 -1.7216 1.3260 0.159
H 1.5697 -0.0671 1.5244 0.120
H -0.2371 -1.4938 -2.3014 0.042
H -1.2652 1.2586 -2.6714 -0.155


No. 3
21
Properties=species:S:1:pos:R:3:lowdin_charge:R:1 method="wB97M-V/def2-TZVPD" relative_energy_kcal_mol=101.4 e_tot_ha=-705.72003 gap_ev="3.088 / 5.625" multiplicity=2 s_squared=0.76 total_charge=-2
C 1.0793 1.0435 -0.4246 -0.299
C 1.2937 -0.0801 0.6667 -0.794
S 2.8125 -1.0216 0.6537 0.092
C 1.7008 0.3939 -1.7499 -0.168
N -2.2206 -0.8776 -1.2823 -0.157
C -2.0941 0.3737 -0.8336 -0.571
C -2.5075 0.9826 0.5978 -0.341
N -2.8856 -0.0470 1.6274 -0.090
H 1.7877 1.8480 -0.1569 0.068
H 0.0782 1.4622 -0.5788 0.040
H 0.9654 0.2085 1.6502 0.025
H 0.5493 -0.7392 0.4527 -0.029
H 1.9123 1.2506 -2.4486 0.055
H 0.8976 -0.1668 -2.1259 0.039
H 2.5891 0.0822 -1.3810 -0.090
H -1.7593 1.1164 -1.5788 0.037
H -1.5359 -0.6956 -0.3044 0.033
H -1.6134 1.5714 0.9790 0.074
H -3.3654 1.5923 0.4434 0.025
H -2.6754 -0.8951 0.9964 0.032
H -3.9207 -0.0996 1.6402 0.021


No. 4
21
Properties=species:S:1:pos:R:3:lowdin_charge:R:1 method="wB97M-V/def2-TZVPD" relative_energy_kcal_mol=47.0 e_tot_ha=-705.86918 gap_ev="9.671 / 6.638" multiplicity=2 s_squared=0.75
N -2.1259 -1.6843 0.4922 -0.017
C -0.7639 -1.2168 0.8744 -0.444
C 0.2753 -2.2563 1.3147 -0.538
S -0.5583 -3.5690 2.4241 0.569
C -0.1289 -0.6088 -0.5198 -0.113
N 0.7005 0.7325 -0.2696 -0.106
C 0.2692 1.9836 -1.0590 -0.281
C 1.3525 3.0081 -0.9705 -0.136
H -2.1421 -2.3739 -0.2384 0.055
H -2.5431 -2.1700 1.3493 0.053
H -0.8599 -0.4428 1.7135 0.145
H 0.5681 -2.8906 0.3932 0.088
H 1.1750 -1.8133 1.7613 0.074
H -0.8104 -0.3697 -1.2520 0.056
H 0.6423 -1.1718 -0.9864 0.080
H 0.5762 1.0431 0.6621 0.047
H -0.7155 2.2451 -0.5943 0.109
H 0.0668 1.3867 -2.0845 0.143
H 2.2390 2.8838 -0.3224 0.078
H 0.8752 4.0001 -0.8064 0.072
H 1.9079 3.2843 -1.8815 0.065


No. 5
21
Properties=species:S:1:pos:R:3:lowdin_charge:R:1 method="wB97M-V/def2-TZVPD" relative_energy_kcal_mol=55.1 e_tot_ha=-705.67819 gap_ev=9.264 smiles="C=CS[C@](C)(N)[NH2+]C" total_charge=+1
C 0.4189 -2.2228 -2.8480 -0.009
C 0.6530 -1.5884 -1.7222 -0.508
S -0.4779 -1.6610 -0.3430 0.923
C 0.0216 0.1658 0.3106 -0.707
C -0.4862 1.0705 -0.7459 -0.057
N 1.4660 0.4180 0.6161 0.101
N -0.7914 0.1062 1.5468 -0.034
C -0.7859 1.3127 2.3628 0.029
H 1.1974 -2.1472 -3.5049 0.049
H -0.5457 -2.4905 -3.0873 0.051
H 1.5623 -1.0450 -1.4571 0.064
H -1.5957 1.0344 -0.5307 0.125
H -0.0769 0.7650 -1.7176 0.099
H -0.0485 1.9962 -0.5927 0.072
H 1.9949 0.6188 -0.2088 0.080
H 1.9181 -0.3005 1.1868 0.108
H -0.4978 -0.7168 2.0254 0.138
H -1.7318 -0.0080 1.0340 0.179
H -0.9626 2.0305 1.6900 0.060
H -1.4818 1.2468 3.0923 0.074
H 0.2501 1.4153 2.8934 0.163


No. 6
21
Properties=species:S:1:pos:R:3:lowdin_charge:R:1 method="wB97M-V/def2-TZVPD" relative_energy_kcal_mol=115.3 e_tot_ha=-705.58229 gap_ev=8.642 total_charge=+1
C -2.1152 1.1649 -0.7348 -0.396
C -1.2094 -2.3405 0.1608 -0.052
C 1.6048 0.8756 -1.1592 0.031
C 1.9530 0.8912 1.3115 -0.004
C 0.1036 -0.3063 0.3301 -0.225
N -0.0142 -1.4974 0.0542 0.053
N 1.4753 0.1183 0.1725 -0.167
S -3.7222 0.6087 -0.6414 0.800
H -1.8552 0.7845 -1.7058 -0.072
H -1.5092 -2.4798 1.2094 0.100
H -1.9519 -1.8246 -0.4369 0.057
H -0.8655 -3.3326 -0.0769 0.078
H 1.2249 1.9509 -0.9532 0.136
H 2.5660 0.9725 -1.5890 0.087
H 0.8304 0.6032 -1.9096 0.105
H 2.7618 1.6063 1.0620 0.121
H 1.1745 1.5854 1.6204 0.104
H 2.1388 0.1414 2.1366 0.139
H -0.6644 0.5022 0.4940 0.086
H -3.9941 0.6534 0.6193 -0.147
H 2.0683 -0.6772 0.0361 0.165


No. 7
21
Properties=species:S:1:pos:R:3:lowdin_charge:R:1 method="wB97M-V/def2-TZVPD" relative_energy_kcal_mol=109.3 e_tot_ha=-362.40813 gap_ev=7.852
C 1.4505 -1.3796 0.1881 -0.216
N 2.4108 -0.3838 0.5762 -0.027
C -0.4576 -1.5988 0.3291 -0.271
N -1.0628 -1.6281 1.4383 -0.021
H 2.3190 -0.1755 1.5647 0.066
H 2.2353 0.4702 0.0466 0.050
H -1.5659 -2.4948 1.6117 0.033
H 1.7129 -2.3217 0.6780 0.073
H 1.5403 -1.5651 -0.8891 0.066
H -0.5473 -2.3558 -0.4538 0.084
C -1.2839 0.4882 -1.5565 -0.083
N -0.9829 0.2881 -0.1371 -0.151
C -0.1716 1.2770 0.5137 -0.206
C 0.0445 2.5260 0.0620 0.022
H -1.8312 0.1013 0.4081 0.122
H -0.0299 1.0323 1.5570 0.108
H -1.9277 1.3605 -1.6802 0.081
H -1.7672 -0.4031 -1.9531 0.083
H -0.3497 0.6380 -2.0946 0.091
H -0.2331 2.8685 -0.9215 0.045
H 0.4976 3.2562 0.7121 0.050


No. 8
21
Properties=species:S:1:pos:R:3:lowdin_charge:R:1 method="wB97M-V/def2-TZVPD" relative_energy_kcal_mol=84.7 e_tot_ha=-362.44730 gap_ev=9.860 smiles=C[C@@H]1CN(C)N(N)C1
C -0.9995 1.8932 0.9826 -0.086
C -0.2197 1.1582 -0.1221 -0.323
C -0.8948 -0.0497 -0.8196 -0.207
N -0.1169 -1.1814 -0.5323 -0.210
C -0.7121 -1.7524 0.6851 -0.075
N 1.2164 -0.8353 -0.2643 -0.204
N 2.0991 -1.0046 -1.3279 0.049
C 1.1396 0.5972 0.3855 -0.063
H -1.8571 1.2470 1.4033 0.095
H -1.5792 2.8391 0.6214 0.099
H -0.2571 2.1935 1.6817 0.043
H -0.2070 1.8538 -0.9915 0.130
H -1.9359 -0.1923 -0.5684 0.111
H -0.9532 0.1084 -1.8476 0.087
H -0.0637 -2.6446 0.7418 0.086
H -0.5066 -1.1952 1.6691 0.107
H -1.7187 -1.9366 0.4885 0.056
H 1.9887 -0.6128 -2.2006 0.043
H 2.3274 -1.9353 -1.4838 0.051
H 2.0267 1.0734 0.0064 0.094
H 1.2236 0.3764 1.4928 0.119